{"formula": "C4H11BBrO2", "method": "the ωB97M-V functional and the def2-TZVPD basis", "elements": ["Br", "O", "O", "C", "C", "C", "C", "B", "H", "H", "H", "H", "H", "H", "H", "H", "H", "H", "H"], "coordinates": [[2.068, -3.682, -0.945], [3.073, -0.966, -0.453], [-1.643, 0.061, -0.325], [0.525, -1.036, -0.839], [-1.423, 1.449, -0.411], [-0.506, -0.663, 0.202], [-1.602, 2.163, 0.923], [1.847, -1.691, -0.150], [-1.706, 3.243, 0.781], [3.550, -0.837, 0.365], [-2.500, 1.787, 1.420], [-0.426, 1.647, -0.831], [-0.054, -0.066, 1.006], [0.062, -1.692, -1.580], [0.849, -0.128, -1.366], [-0.926, -1.548, 0.688], [1.718, -1.879, 1.055], [-2.147, 1.833, -1.139], [-0.760, 2.003, 1.600]], "spin_multiplicity": 1, "total_charge": -1, "lumo_energy_ev": 3.43, "homo_ev": -4.59}


{"formula": "C4H11BrClIrMg", "method": "the ωB97M-V functional and the def2-TZVPD basis", "elements": ["Ir", "Br", "Cl", "Mg", "C", "C", "C", "C", "H", "H", "H", "H", "H", "H", "H", "H", "H", "H", "H"], "coordinates": [[0.355, -0.456, 2.614], [1.462, -1.850, 4.177], [-0.267, 1.257, 1.230], [0.231, 0.468, -1.055], [-1.468, 0.963, -2.327], [-1.444, -1.144, 2.996], [0.689, -1.590, -1.130], [2.059, 1.613, -1.281], [-1.291, 0.547, -3.329], [-1.979, -1.432, 2.076], [-1.513, 2.057, -2.394], [0.032, -2.363, -1.622], [1.703, -2.063, -1.301], [-2.408, 0.581, -1.893], [-1.842, -0.167, 3.332], [2.513, 1.331, -2.252], [1.858, 2.695, -1.260], [-1.419, -1.839, 3.858], [2.731, 1.391, -0.439]], "spin_multiplicity": 5, "total_charge": -2, "lumo_energy_ev": [5.14, 5.05], "homo_ev": [0.52, -0.37]}


{"formula": "C4H11ClN2O", "method": "the ωB97M-V functional and the def2-TZVPD basis", "elements": ["Cl", "O", "N", "N", "C", "C", "C", "C", "H", "H", "H", "H", "H", "H", "H", "H", "H", "H", "H"], "coordinates": [[-3.450, -1.193, -0.017], [-1.452, 0.926, -0.783], [-0.064, -1.951, -1.555], [0.190, -1.522, 0.661], [0.680, -1.364, -0.648], [-0.567, 1.482, 1.467], [0.597, 1.997, -0.771], [-0.563, 1.436, -0.044], [1.265, 1.228, -1.127], [0.248, -1.726, -2.573], [1.103, 2.611, -0.083], [-0.957, -2.328, -1.449], [-1.408, 1.059, 1.923], [0.733, -1.157, 1.479], [-2.487, -0.356, -0.236], [0.086, 0.772, 1.845], [-0.824, -1.761, 0.953], [0.302, 2.546, -1.602], [-0.497, 2.505, 1.633]], "spin_multiplicity": 1, "relative_energy_kcal_mol": 36.8, "lumo_energy_ev": 0.76, "homo_ev": -8.44}


{"formula": "C4H11InNO", "method": "the ωB97M-V functional and the def2-TZVPD basis", "elements": ["In", "O", "N", "C", "C", "C", "C", "H", "H", "H", "H", "H", "H", "H", "H", "H", "H", "H"], "coordinates": [[-2.441, -2.247, -0.678], [-1.238, 0.230, -0.941], [0.367, -1.727, 0.474], [-2.094, 1.372, -1.138], [0.089, 0.579, -0.482], [1.930, -0.139, 0.978], [0.496, -0.324, 0.683], [0.750, 0.388, -1.327], [0.215, 1.626, -0.206], [-1.539, 2.029, -1.807], [0.552, -2.197, 1.349], [-0.176, -0.254, 1.539], [2.208, 0.915, 0.992], [-2.994, 1.026, -1.646], [1.190, -1.974, -0.056], [2.133, -0.371, 2.023], [2.654, -0.660, 0.351], [-2.102, 1.728, -0.108]], "spin_multiplicity": 1, "relative_energy_kcal_mol": 61.9, "total_charge": 3, "lumo_energy_ev": -19.13, "homo_ev": -24.06}


{"formula": "C4H11LuO4", "method": "the ωB97M-V functional and the def2-TZVPD basis", "elements": ["Lu", "O", "O", "O", "O", "C", "C", "C", "C", "H", "H", "H", "H", "H", "H", "H", "H", "H", "H", "H"], "coordinates": [[-0.638, -0.135, -1.651], [-1.530, 2.566, -0.156], [-2.085, 1.393, -0.706], [-0.227, -2.030, -2.057], [0.893, -0.593, -0.084], [1.534, -1.839, -0.412], [-1.898, 2.643, 1.215], [1.677, 0.277, 0.722], [0.491, -2.724, -1.086], [1.030, -3.593, -1.507], [-1.510, 1.779, 1.773], [2.379, -1.619, -1.084], [1.918, -2.296, 0.511], [-1.411, 3.564, 1.563], [-0.187, -3.113, -0.300], [1.103, 1.198, 0.862], [-3.050, 1.504, -0.839], [-2.989, 2.719, 1.317], [2.633, 0.489, 0.221], [1.867, -0.191, 1.698]], "spin_multiplicity": 1, "total_charge": 2, "lumo_energy_ev": -9.79, "homo_ev": -18.42}


{"formula": "C4H11N2", "method": "the ωB97M-V functional and the def2-TZVPD basis", "elements": ["N", "N", "C", "C", "C", "C", "H", "H", "H", "H", "H", "H", "H", "H", "H", "H", "H"], "coordinates": [[0.515, 1.022, 0.507], [0.236, -1.133, 1.397], [0.248, 0.522, -2.580], [-0.699, -2.068, 2.014], [-0.086, 1.833, -2.343], [-0.193, -0.015, 0.890], [1.222, -1.288, 1.573], [0.138, 1.624, -0.270], [-0.367, -0.334, -2.645], [-1.300, 0.102, 0.818], [-1.346, -2.450, 1.235], [-1.126, 2.036, -2.135], [-1.336, -1.538, 2.736], [1.499, 0.861, 0.345], [-0.209, -2.871, 2.506], [1.295, 0.374, -2.902], [0.649, 2.630, -2.481]], "spin_multiplicity": 1, "relative_energy_kcal_mol": 43.6, "total_charge": 1, "lumo_energy_ev": -3.65, "homo_ev": -13.91}


{"formula": "C4H11N2", "method": "the ωB97M-V functional and the def2-TZVPD basis", "elements": ["N", "N", "C", "C", "C", "C", "H", "H", "H", "H", "H", "H", "H", "H", "H", "H", "H"], "coordinates": [[1.312, -0.359, -1.112], [0.535, -0.199, 1.735], [-0.039, 1.049, 1.138], [-1.169, -0.030, -0.883], [-0.019, -1.001, -1.096], [-1.087, 0.904, 0.294], [-1.885, 1.635, 0.386], [-2.026, -0.705, -0.757], [0.569, 1.933, 1.261], [-0.177, -0.768, 2.190], [-0.212, -1.408, -2.094], [-0.038, -1.883, -0.447], [1.193, 0.590, -1.459], [1.866, -0.760, -1.862], [1.334, 0.029, 2.321], [-1.310, 0.603, -1.758], [0.787, -0.801, 0.933]], "spin_multiplicity": 1, "relative_energy_kcal_mol": 71.0, "total_charge": 1, "lumo_energy_ev": -4.20, "homo_ev": -13.62, "smiles": "NCC/C=C\\[NH3+]"}


{"formula": "C4H11N2", "method": "the ωB97M-V functional and the def2-TZVPD basis", "elements": ["N", "N", "C", "C", "C", "C", "H", "H", "H", "H", "H", "H", "H", "H", "H", "H", "H"], "coordinates": [[0.540, 0.098, 0.546], [0.211, 0.946, -2.117], [0.111, -1.294, 0.263], [0.152, 1.705, -0.745], [0.606, 0.331, 1.814], [-1.409, -1.522, 0.315], [0.646, -0.509, 2.543], [-0.789, 1.893, -0.285], [-1.715, -1.295, 1.334], [0.999, 2.286, -0.328], [1.050, 0.452, -2.294], [0.508, -1.565, -0.739], [-1.989, -0.900, -0.383], [-1.626, -2.592, 0.140], [-0.526, 0.181, -2.069], [0.612, -1.920, 0.980], [0.819, 1.342, 2.225]], "spin_multiplicity": 1, "relative_energy_kcal_mol": 87.6, "total_charge": 1, "lumo_energy_ev": -4.80, "homo_ev": -15.13}